Computed, not measured: a 4-piece molecular cluster, C42H100B2N4O7P overall, with wB97M-V/def2-TZVPD.

XYZ file:
```
156
Properties=species:S:1:pos:R:3:forces:R:3
C 4.1383 0.7480 5.2942 -0.083 -0.162 -0.190
C 4.0517 1.9559 4.3469 0.027 0.047 0.022
C 5.0203 1.9335 3.1563 -0.130 -0.054 -0.039
C 4.6239 1.0489 1.9670 0.022 0.060 -0.063
C 4.6456 -0.4568 2.2521 -0.097 0.004 0.103
C 4.7033 -1.4203 1.0290 0.022 -0.105 0.058
C 4.7245 -0.8114 -0.3856 -0.064 -0.102 -0.196
C 3.8415 -1.5586 -1.3991 0.096 -0.211 0.112
C 2.3359 -1.6265 -1.0920 -0.050 0.046 -0.262
C 1.6535 -0.3164 -0.6878 -0.065 0.063 0.199
C 1.0056 0.4831 -1.8180 0.096 0.042 0.225
C 0.2254 1.7144 -1.2935 0.018 -0.113 -0.292
C -1.2882 1.6572 -1.5374 0.244 -0.016 0.054
P -2.3543 0.7992 -0.2069 0.187 -0.530 -0.475
B -4.0221 1.1470 -1.2117 -0.074 0.007 0.069
N -4.9648 0.0505 -1.5045 0.295 0.022 0.010
O -4.3609 2.3828 -1.7297 0.086 0.114 0.417
O -2.4252 2.2516 0.8073 0.316 0.246 0.213
C -2.3825 1.9505 2.1775 -0.286 0.181 -0.157
C -0.9308 1.9148 2.7533 0.075 0.127 -0.010
O -0.6098 0.8436 3.6401 -0.160 0.059 -0.108
C 0.2418 -0.1697 3.1612 0.052 -0.067 -0.013
C -0.4129 -1.5063 2.8117 0.115 0.128 -0.120
O -1.2173 -1.9656 3.8803 0.113 0.080 0.148
C -2.2799 -2.8118 3.5129 -0.126 -0.210 -0.102
C -2.4210 -3.8680 4.5957 -0.073 -0.101 -0.175
O -3.5481 -4.6649 4.2820 -0.175 0.211 0.020
C -3.9006 -5.5645 5.3093 0.072 -0.171 -0.113
C -5.3004 -6.1122 5.0246 0.029 0.121 -0.235
C -3.1810 0.6288 2.3619 -0.028 -0.811 -0.225
B -4.5395 0.8497 3.1170 -0.142 -0.041 0.067
O -4.4775 0.7843 4.5077 0.751 0.321 -0.282
C -5.9317 1.0936 2.4165 0.020 0.274 0.126
C -5.9085 2.1658 1.3061 -0.120 0.083 0.102
O -3.3399 0.0319 1.0820 -0.099 0.083 0.134
H 3.3933 -0.0174 5.0559 0.078 0.107 0.015
H 5.1164 0.2616 5.2201 -0.038 0.117 0.118
H 3.9771 1.0463 6.3322 0.004 -0.044 -0.057
H 3.0278 2.0680 3.9715 0.061 -0.013 0.051
H 4.2570 2.8649 4.9233 0.004 -0.081 -0.050
H 5.1154 2.9611 2.7851 0.035 -0.106 0.018
H 6.0157 1.6292 3.5093 -0.058 0.068 -0.021
H 3.6306 1.3578 1.6137 0.097 -0.064 0.011
H 5.3166 1.2720 1.1466 -0.022 -0.008 0.130
H 3.7640 -0.7160 2.8500 0.125 0.076 -0.037
H 5.5076 -0.6533 2.9016 -0.058 -0.024 -0.088
H 5.5964 -2.0451 1.1483 -0.134 0.017 -0.077
H 3.8603 -2.1180 1.0893 0.060 0.157 0.041
H 4.4340 0.2389 -0.3649 -0.025 -0.062 -0.039
H 5.7456 -0.8387 -0.7850 -0.056 0.148 0.110
H 4.2025 -2.5963 -1.4607 0.007 0.133 -0.098
H 4.0048 -1.1223 -2.3916 -0.050 0.039 0.099
H 2.1489 -2.3869 -0.3262 0.095 0.097 0.005
H 1.8395 -2.0000 -1.9990 0.028 -0.056 0.168
H 0.8661 -0.5388 0.0369 -0.025 0.019 0.012
H 2.3628 0.3447 -0.1753 -0.067 -0.097 0.090
H 1.7963 0.8058 -2.5092 -0.172 -0.111 -0.107
H 0.3163 -0.1801 -2.3532 0.111 0.081 -0.084
H 0.6297 2.6190 -1.7671 0.045 -0.058 0.122
H 0.4103 1.8067 -0.2163 -0.014 0.098 -0.010
H -1.6522 2.6795 -1.6917 -0.180 -0.169 0.066
H -1.4693 1.0753 -2.4546 -0.121 0.222 0.005
H -2.2740 -0.5103 -0.9221 -0.034 0.130 0.142
H -1.1708 0.3949 0.5332 0.114 0.030 0.153
H -4.4991 -0.8368 -1.3541 -0.009 -0.057 0.192
H -5.7576 0.0552 -0.8741 -0.181 0.017 -0.161
H -5.2477 2.3426 -2.0988 -0.116 -0.045 -0.300
H -2.9010 2.7799 2.6862 0.071 -0.084 0.038
H -0.2497 1.9262 1.9001 0.007 -0.063 -0.024
H -0.7553 2.8348 3.3276 -0.055 -0.112 -0.037
H 0.7672 0.1791 2.2667 0.096 -0.078 -0.091
H 0.9980 -0.3557 3.9352 -0.102 0.048 0.077
H -0.9843 -1.4411 1.8805 -0.131 0.171 0.084
H 0.4173 -2.2192 2.6530 -0.099 0.066 -0.110
H -3.2201 -2.2561 3.4121 0.085 0.056 0.059
H -2.1015 -3.2976 2.5449 0.081 0.004 0.101
H -2.5589 -3.3881 5.5738 0.067 0.016 -0.058
H -1.5185 -4.4948 4.6312 0.018 0.096 0.078
H -3.8560 -5.0455 6.2760 -0.022 -0.090 -0.007
H -3.1648 -6.3847 5.3292 -0.037 0.077 0.124
H -6.0515 -5.7351 5.7211 0.097 -0.059 0.007
H -5.5927 -5.7778 4.0239 0.050 -0.103 0.112
H -5.3169 -7.2040 5.0294 -0.055 0.074 0.094
H -2.5911 -0.0256 3.0144 0.101 -0.011 0.002
H -5.0103 1.4437 4.9489 -0.592 -0.184 0.090
H -6.2375 0.1252 1.9977 0.029 0.063 0.028
H -6.6841 1.3434 3.1796 0.036 -0.045 -0.113
H -6.8072 2.7901 1.3457 0.057 -0.046 -0.030
H -5.8725 1.7146 0.3186 0.014 0.083 0.079
H -5.0401 2.8280 1.3730 -0.070 -0.102 -0.047
C -3.6512 -8.5091 2.3834 0.002 0.051 -0.007
C -2.6346 -9.6190 2.1705 -0.014 0.012 0.017
N -1.6603 -9.7005 3.2458 -0.061 -0.057 -0.020
C -0.5084 -10.5231 2.9309 0.095 0.011 -0.013
C -0.7320 -12.0223 2.6952 0.030 -0.002 0.017
C -2.2120 -9.8471 4.5814 -0.009 0.047 0.081
C -3.1420 -11.0376 4.8484 0.025 0.002 0.038
H -3.1528 -7.5582 2.5779 -0.003 0.003 0.018
H -4.2719 -8.3920 1.4946 0.001 -0.012 -0.005
H -4.3175 -8.7230 3.2204 -0.011 0.003 -0.005
H -2.0769 -9.4221 1.2510 0.007 -0.003 -0.002
H -3.1728 -10.5674 2.0064 0.014 -0.003 0.000
H 0.2234 -10.3919 3.7330 -0.012 -0.004 0.013
H -0.0490 -10.0984 2.0330 -0.030 -0.001 -0.016
H -0.9573 -12.5547 3.6190 -0.030 0.012 -0.005
H 0.1730 -12.4658 2.2748 0.001 0.000 0.001
H -1.5447 -12.2020 1.9902 -0.002 0.005 -0.005
H -2.7566 -8.9304 4.8222 -0.008 0.007 -0.031
H -1.3706 -9.8765 5.2785 0.008 -0.027 -0.008
H -3.9089 -11.1281 4.0775 -0.010 0.013 0.000
H -3.6530 -10.8946 5.8028 0.003 -0.003 0.003
H -2.6045 -11.9836 4.9027 -0.006 -0.001 -0.048
C -2.7254 1.8673 -5.2856 -0.001 -0.001 0.014
C -1.5577 2.8288 -5.1404 -0.032 -0.046 0.071
N -0.6864 2.8646 -6.3067 -0.054 0.022 0.019
C 0.5874 3.5069 -6.0512 0.132 -0.038 0.033
C 0.5875 4.9948 -5.6781 0.065 0.043 -0.051
C -1.3349 3.1914 -7.5622 -0.014 -0.010 -0.083
C -2.1119 4.5124 -7.6484 0.019 0.000 -0.045
H -2.3705 0.8753 -5.5703 -0.002 -0.003 -0.009
H -3.2471 1.7869 -4.3312 0.008 -0.002 0.003
H -3.4493 2.2025 -6.0317 0.005 0.003 -0.012
H -0.9499 2.5015 -4.2934 0.011 0.045 0.006
H -1.9496 3.8220 -4.8705 0.012 0.001 0.010
H 1.2237 3.3573 -6.9295 -0.028 0.015 -0.024
H 1.0651 2.9527 -5.2370 -0.041 0.000 0.024
H 0.3580 5.6325 -6.5325 -0.042 -0.004 0.014
H 1.5785 5.2815 -5.3170 0.000 -0.004 0.007
H -0.1261 5.2133 -4.8833 -0.006 -0.024 0.006
H -2.0244 2.3785 -7.8044 -0.011 -0.004 0.041
H -0.5681 3.1687 -8.3422 0.011 0.024 0.008
H -2.7794 4.6380 -6.7951 -0.010 -0.012 0.001
H -2.7275 4.5176 -8.5509 0.003 0.001 -0.004
H -1.4547 5.3804 -7.6943 0.000 -0.003 0.050
C 5.0319 5.7250 -5.2785 -0.022 -0.028 -0.030
C 4.3731 6.8026 -4.4315 -0.010 -0.028 -0.039
N 5.3243 7.5820 -3.6583 -0.020 -0.006 -0.042
C 4.7088 8.3796 -2.6128 -0.004 0.004 0.100
C 3.7480 9.5001 -3.0280 0.020 0.016 0.023
C 6.3737 8.2271 -4.4274 0.080 0.013 -0.020
C 5.9572 9.1783 -5.5571 0.036 0.021 0.020
H 5.6809 5.0947 -4.6692 0.007 0.020 0.020
H 4.2641 5.0927 -5.7265 0.005 -0.007 -0.005
H 5.6250 6.1428 -6.0935 0.002 0.015 0.006
H 3.6971 6.3198 -3.7208 -0.008 0.043 0.027
H 3.7402 7.4269 -5.0827 -0.017 -0.018 0.004
H 5.5115 8.8026 -2.0021 0.009 0.008 -0.015
H 4.1680 7.6874 -1.9609 -0.015 -0.015 -0.028
H 4.2703 10.3470 -3.4726 -0.001 -0.018 -0.026
H 3.2159 9.8688 -2.1490 -0.001 -0.001 0.001
H 3.0002 9.1471 -3.7391 -0.003 -0.009 0.002
H 7.0042 7.4451 -4.8583 -0.029 -0.023 -0.003
H 7.0136 8.7599 -3.7191 -0.019 0.022 0.005
H 5.1977 8.7302 -6.1994 0.007 -0.012 -0.008
H 6.8232 9.4042 -6.1828 0.002 0.004 0.003
H 5.5670 10.1239 -5.1833 -0.043 -0.022 0.002
```
Forces are in eV/Å.

Results
**LUMO level**: 2.25 eV
**Total charge**: -1
**Kohn-Sham gap**: 0.225 hartree
**ΔE to the lowest compared entry with this formula, charge and spin**: 0.000 eV
**Electronic energy**: -2797.05176 hartree

Mulliken atomic charge list, values in e, 2 entries:
1 C -1.0284
2 C -0.1282